{
  "formula": "CH2BrNO4",
  "method": "wB97M-V/def2-TZVPD",
  "elements": ["C", "N", "O", "O", "O", "O", "Br", "H", "H"],
  "xyz": [[0.0353, 0.1732, 0.2032], [0.1077, -1.2917, -0.1502], [0.2305, -2.0966, 0.7349], [0.1344, -1.4992, -1.3431], [-0.4680, 0.4160, 1.3523], [-0.9254, 0.9032, -0.8901], [1.8950, 0.9971, -0.0310], [-0.4586, 1.2561, 1.8159], [-0.5508, 1.1419, -1.6920]],
  "forces_ev_per_a": [[-0.7, 4.5, -4.0], [0.4, -0.3, -0.9], [-0.2, 0.3, 0.2], [-0.1, -0.1, 0.4], [-1.0, -1.8, 1.6], [0.3, -2.4, 5.6], [-1.1, -0.8, 0.1], [0.5, 0.4, -0.8], [2.0, 0.2, -2.3]],
  "mulliken_charge": [0.3397, 0.9604, -0.5053, -0.4817, -0.4277, -0.4874, -0.1317, 0.4101, 0.3236],
  "fmax_ev_per_a": 6.13,
  "homo_ha": -0.410,
  "gap_ev": 10.21,
  "smiles": "O=[N+]([O-])C(O)(O)Br",
  "de_lowest_kcal_mol": 56.8
}


{
  "formula": "CH2BrNO4",
  "method": "wB97M-V/def2-TZVPD",
  "elements": ["C", "N", "O", "O", "O", "O", "Br", "H", "H"],
  "xyz": [[0.1990, 0.4013, 0.1535], [0.3305, -0.9804, -0.4608], [-0.4846, -1.3591, -1.2817], [1.2244, -1.5996, -0.0157], [0.1724, 0.2648, 1.4608], [-1.3939, 0.8125, -0.3885], [1.5042, 1.4315, -0.5433], [-0.0584, 1.0244, 2.1058], [-1.4937, 0.0047, -1.0302]],
  "forces_ev_per_a": [[-6.6, 0.8, -0.8], [-1.3, 0.0, 0.1], [0.3, -0.1, -0.2], [1.7, -1.4, 0.4], [-0.3, 0.5, 2.5], [4.1, -2.2, 0.0], [1.5, 1.8, -1.0], [0.5, -1.4, -2.4], [0.0, 2.1, 1.4]],
  "mulliken_charge": [0.4584, 0.9022, -0.6250, -0.4675, -0.4610, -0.5679, -0.0285, 0.3965, 0.3927],
  "fmax_ev_per_a": 6.66,
  "homo_ha": -0.402,
  "gap_ev": 10.49,
  "smiles": "O=[N+]([O-])C(O)(O)Br",
  "de_lowest_kcal_mol": 69.5
}


{
  "formula": "CH2BrO3P",
  "method": "wB97M-V/def2-TZVPD",
  "elements": ["C", "O", "O", "O", "P", "Br", "H", "H"],
  "xyz": [[1.0889, -0.2903, -0.4723], [-1.1661, 1.6905, -0.0578], [-2.2831, -0.5955, -0.2396], [-1.0858, 0.0408, 1.9082], [-1.3073, 0.3042, 0.4680], [2.4531, -1.0372, 0.7318], [0.9398, -0.8871, -1.4212], [1.3606, 0.7746, -0.9170]],
  "forces_ev_per_a": [[-2.1, 2.1, -1.9], [0.1, 0.8, -0.3], [0.3, -0.3, -0.3], [0.3, -0.1, 1.0], [0.3, -0.4, -0.7], [0.3, 0.0, -0.4], [0.6, -0.1, 1.1], [0.1, -1.9, 1.4]],
  "mulliken_charge": [-0.7006, -0.6877, -0.7122, -0.6817, 0.7985, -0.3913, 0.2242, 0.1508],
  "fmax_ev_per_a": 3.48,
  "total_charge": -2,
  "homo_ha": 0.030,
  "gap_ev": 5.05,
  "de_lowest_kcal_mol": 21.2
}


{
  "formula": "CH2BrPSi",
  "method": "wB97M-V/def2-TZVPD",
  "elements": ["C", "Si", "P", "Br", "H", "H"],
  "xyz": [[1.0640, -0.0503, 0.0185], [-1.0193, -0.0662, 0.0388], [0.5687, -1.6363, 0.0046], [2.7131, 0.9148, -0.0495], [-1.9683, 0.4386, 1.1508], [-1.3582, 0.3994, -1.1633]],
  "forces_ev_per_a": [[-2.2, 0.6, 0.3], [3.2, -0.4, 3.2], [0.2, -0.2, 0.1], [-1.0, -0.6, 0.1], [1.0, -0.5, -0.6], [-1.2, 1.2, -3.1]],
  "mulliken_charge": [0.0673, 0.2697, -0.1251, -0.0879, -0.0497, -0.0743],
  "fmax_ev_per_a": 4.61,
  "homo_ha": -0.315,
  "gap_ev": 8.49,
  "smiles": "BrC1=P[SiH2]1",
  "de_lowest_kcal_mol": 9.5
}